{
  "formula": "C5H16N2O",
  "method": "ωB97M-V/def2-TZVPD",
  "species": ["C", "C", "C", "C", "N", "N", "C", "H", "H", "H", "H", "H", "H", "H", "H", "H", "H", "H", "H", "H", "H", "O", "H", "H"],
  "positions_angstrom": [[0.26616, 0.95132, 2.57288], [-0.35661, 1.39085, 1.21040], [0.10772, 0.47156, 0.03991], [-1.00092, -0.50309, -0.34136], [-0.42739, -1.71503, -0.98790], [0.65223, 1.17288, -1.12364], [-0.24320, 2.14968, -1.79535], [-0.54772, 0.42162, 3.06186], [1.10556, 0.27607, 2.40408], [0.68767, 1.75605, 3.17165], [0.05173, 2.35041, 0.88899], [-1.43071, 1.47505, 1.36275], [0.96875, -0.07511, 0.43008], [-1.66214, -0.06935, -1.09277], [-1.57475, -0.81359, 0.53298], [-0.81575, -1.83755, -1.90949], [0.57655, -1.64231, -1.02739], [1.50928, 1.59275, -0.78882], [0.36832, 2.97552, -2.14974], [-0.56498, 1.54837, -2.64596], [-1.07147, 2.51399, -1.19232], [0.96261, -3.43636, 0.50213], [1.30754, -3.66792, -0.36066], [0.01628, -3.34077, 0.35735]],
  "atomic_forces_ev_per_a": [[-0.35, -0.09, -0.97], [1.49, 0.29, 0.04], [-0.86, 0.14, 0.41], [0.89, -0.95, -0.92], [-0.89, 0.28, 0.21], [-0.07, 0.21, 0.71], [1.11, -1.40, -0.17], [0.42, -0.09, 0.69], [-0.13, -0.21, 0.04], [-0.50, 0.19, 0.11], [-0.30, 0.38, 0.45], [-0.09, 0.05, -0.44], [-0.17, -0.37, -0.01], [-0.27, 0.42, 0.41], [-0.02, 0.20, 0.05], [0.25, 0.03, -0.18], [0.03, 0.07, -0.25], [-0.04, 0.32, -0.27], [-0.17, 0.11, -0.08], [-0.72, 0.73, -0.26], [-0.08, 0.02, 0.09], [0.49, -0.51, 0.71], [0.02, -0.11, -0.12], [-0.04, 0.29, -0.25]],
  "lowdin_charge": [-0.09, -0.20, -0.39, -0.21, -0.02, -0.10, -0.11, 0.07, 0.06, 0.06, 0.09, 0.10, 0.12, 0.11, 0.11, 0.07, 0.05, 0.10, 0.08, 0.07, 0.07, -0.09, 0.02, 0.01],
  "relative_energy_kcal_mol": 29.2,
  "smiles": "CC[C@@H](CN)NC.O",
  "total_energy_ev": -10471.2542
}

***

{
  "formula": "C3H6N2O",
  "method": "ωB97M-V/def2-TZVPD",
  "species": ["N", "C", "C", "O", "C", "N", "H", "H", "H", "H", "H", "H"],
  "positions_angstrom": [[-2.35915, 0.53048, -0.45753], [-1.59797, -0.18208, 0.04518], [-0.34263, -0.82713, 0.51817], [-0.07931, -0.54992, 1.86226], [0.70237, -0.29061, -0.47313], [0.73340, 1.16800, -0.42548], [-0.41264, -1.91545, 0.43299], [0.09935, 0.39965, 1.93389], [0.44197, -0.70878, -1.45912], [1.68291, -0.68025, -0.18225], [1.32596, 1.50895, -1.17542], [-0.19424, 1.54715, -0.61956]],
  "atomic_forces_ev_per_a": [[0.39, -0.86, 0.62], [-0.72, 0.71, -0.48], [-0.04, -0.09, -0.27], [0.06, 0.29, 0.04], [0.10, -0.21, -0.01], [-0.04, 0.03, -0.19], [-0.06, 0.19, -0.06], [0.07, -0.10, 0.00], [0.08, 0.09, 0.12], [-0.13, 0.03, 0.00], [0.09, 0.06, 0.24], [0.20, -0.13, -0.02]],
  "lowdin_charge": [0.16, -0.16, -0.38, -0.01, -0.24, 0.01, 0.15, 0.10, 0.12, 0.12, 0.08, 0.05],
  "relative_energy_kcal_mol": 33.8,
  "smiles": "N#C[C@H](O)CN",
  "total_energy_ev": -8235.2331
}

***

{
  "formula": "C30H32Br2N11OPr",
  "method": "ωB97M-V/def2-TZVPD",
  "species": ["Pr", "C", "N", "C", "C", "N", "C", "C", "C", "C", "C", "C", "N", "C", "N", "C", "C", "C", "C", "C", "C", "N", "H", "H", "H", "H", "H", "H", "H", "H", "H", "H", "H", "H", "H", "H", "H", "C", "C", "C", "C", "C", "C", "Br", "C", "C", "Br", "C", "O", "C", "N", "H", "H", "H", "H", "H", "H", "C", "N", "C", "C", "N", "N", "C", "N", "N", "H", "H", "H", "H", "H", "H", "H", "H", "H", "H", "H"],
  "positions_angstrom": [[0.13780, -0.19685, -0.03921], [1.64464, -3.37978, 1.14521], [2.17585, -2.02387, 0.95276], [2.79890, -1.40793, 2.13180], [1.86733, -0.46003, 2.82823], [0.72505, -0.06706, 2.32664], [0.22459, 0.89206, 3.20512], [-0.94003, 1.65261, 3.12788], [-1.16748, 2.56135, 4.14146], [-0.26666, 2.70389, 5.20757], [0.88943, 1.95320, 5.29443], [1.11811, 1.04965, 4.26439], [2.15007, 0.15849, 3.99553], [0.14558, -3.38205, 1.15106], [-0.56474, -2.29601, 0.99254], [-1.89954, -2.68788, 1.07281], [-3.06016, -1.91623, 1.03661], [-4.26502, -2.58391, 1.13667], [-4.31452, -3.97824, 1.28318], [-3.16907, -4.74808, 1.35024], [-1.95979, -4.07210, 1.24586], [-0.63094, -4.47923, 1.29894], [2.01064, -3.82403, 2.07544], [1.98958, -4.02517, 0.33521], [2.85726, -2.05030, 0.20934], [3.66291, -0.82678, 1.80149], [3.17158, -2.15552, 2.83820], [-1.63371, 1.53214, 2.30258], [-2.05700, 3.17688, 4.12266], [-0.48710, 3.42368, 5.98445], [1.57946, 2.07173, 6.11975], [2.97690, 0.03934, 4.55685], [-3.01005, -0.83504, 0.96851], [-5.19055, -2.02382, 1.12331], [-5.27980, -4.45966, 1.36361], [-3.21776, -5.82114, 1.48340], [-0.31688, -5.42118, 1.46551], [-3.23623, 0.44853, -1.85328], [-2.59071, 1.74609, -1.45040], [-3.23849, 2.94251, -1.71014], [-2.68098, 4.14221, -1.29755], [-1.44188, 4.13822, -0.64076], [-0.80234, 5.30362, -0.13999], [-1.61105, 6.99042, -0.33596], [0.41790, 5.23914, 0.52345], [1.04936, 4.02740, 0.65517], [2.69467, 3.89848, 1.56620], [0.50614, 2.82078, 0.12601], [1.16450, 1.69900, 0.18369], [-0.79802, 2.88649, -0.46543], [-1.38996, 1.69996, -0.83324], [-4.27892, 0.42531, -1.53792], [-2.72173, -0.40129, -1.41109], [-3.22195, 0.33667, -2.93943], [-4.19419, 2.91738, -2.21607], [-3.19160, 5.07866, -1.47012], [0.87156, 6.13267, 0.92918], [4.27191, 0.66604, -2.96937], [3.23239, -0.10359, -3.64515], [3.24474, -0.14842, -5.10810], [2.18515, -0.55159, -2.92464], [1.99901, -0.33269, -1.65961], [1.27597, -1.31123, -3.65020], [0.05080, -1.82087, -3.26333], [-0.55386, -2.53536, -4.24194], [-0.45543, -1.63619, -2.08841], [5.14433, 0.71667, -3.61208], [4.57567, 0.17093, -2.04710], [3.94633, 1.68401, -2.74077], [3.33969, -1.16975, -5.48794], [4.11295, 0.39537, -5.46289], [2.35920, 0.32623, -5.53428], [2.68252, 0.32101, -1.29298], [1.57071, -1.56288, -4.57677], [-0.17946, -2.60980, -5.17081], [-1.45278, -2.95140, -4.07877], [-1.35083, -2.11184, -2.02719]],
  "atomic_forces_ev_per_a": [[0.11, -0.61, -0.98], [-0.05, 0.00, -0.01], [-0.04, 0.01, 0.13], [-0.02, 0.06, 0.05], [-0.13, -0.02, -0.01], [0.09, 0.13, 0.64], [0.10, 0.03, 0.08], [0.10, -0.05, 0.03], [-0.05, -0.01, -0.05], [0.02, 0.01, 0.05], [0.06, -0.01, 0.03], [-0.16, -0.01, -0.10], [0.09, 0.07, 0.13], [-0.06, 0.11, -0.02], [-0.50, -0.64, 0.32], [-0.02, -0.18, 0.01], [0.10, -0.12, -0.04], [0.00, 0.08, 0.00], [-0.03, -0.01, 0.00], [0.05, -0.10, 0.01], [-0.03, 0.21, 0.01], [-0.04, -0.16, 0.05], [0.01, -0.02, 0.02], [0.02, -0.01, -0.01], [0.00, 0.03, -0.08], [0.04, -0.02, -0.01], [0.02, -0.02, 0.01], [-0.06, 0.07, 0.03], [0.01, -0.01, -0.01], [0.01, -0.01, -0.01], [-0.03, 0.01, -0.02], [0.03, -0.06, -0.04], [-0.10, 0.02, 0.00], [0.01, -0.02, 0.00], [0.02, -0.01, 0.00], [-0.02, 0.03, 0.01], [0.08, 0.01, -0.01], [0.09, 0.14, 0.04], [1.31, -0.77, 0.72], [-0.04, 1.31, 0.10], [-0.47, -0.86, -0.32], [0.49, 0.28, 0.33], [0.60, -0.03, 0.36], [-0.08, 0.12, -0.03], [-1.30, 0.68, -0.56], [-0.18, -2.28, -0.51], [-0.03, 0.06, -0.04], [0.29, 2.06, 0.51], [0.32, 0.00, -0.02], [0.23, 0.17, 0.16], [-0.94, 0.30, -0.57], [-0.01, -0.01, 0.01], [-0.03, -0.03, -0.01], [0.02, 0.00, 0.01], [0.00, 0.08, 0.00], [-0.03, 0.01, -0.01], [-0.06, 0.03, -0.04], [0.00, 0.02, 0.03], [0.04, 0.03, -0.06], [0.01, -0.04, 0.01], [-0.08, 0.05, 0.06], [0.16, -0.03, -0.17], [-0.06, -0.02, -0.01], [-0.03, -0.04, 0.00], [0.07, 0.00, 0.02], [0.12, -0.04, -0.14], [0.01, 0.00, -0.02], [0.02, -0.02, -0.01], [-0.03, -0.01, 0.01], [0.01, 0.00, 0.02], [0.01, 0.03, 0.01], [0.00, 0.00, 0.01], [0.01, 0.09, -0.08], [0.00, 0.00, -0.03], [0.00, -0.02, -0.01], [-0.02, 0.01, 0.00], [-0.04, -0.03, 0.03]],
  "lowdin_spin": [2.02, 0.00, 0.00, 0.00, 0.00, 0.00, 0.00, 0.00, 0.00, 0.00, 0.00, 0.00, 0.00, 0.00, 0.00, 0.00, 0.00, 0.00, 0.00, 0.00, 0.00, 0.00, 0.00, 0.00, 0.00, 0.00, 0.00, 0.00, 0.00, 0.00, 0.00, 0.00, 0.00, 0.00, 0.00, 0.00, 0.00, 0.00, 0.00, 0.00, 0.00, 0.00, 0.00, 0.00, 0.00, 0.00, 0.00, 0.00, -0.01, 0.00, 0.00, 0.00, 0.00, 0.00, 0.00, 0.00, 0.00, 0.00, 0.00, 0.00, 0.00, 0.00, 0.00, 0.00, 0.00, 0.00, 0.00, 0.00, 0.00, 0.00, 0.00, 0.00, 0.00, 0.00, 0.00, 0.00, 0.00],
  "spin_multiplicity": 3,
  "relative_energy_kcal_mol": 9.1,
  "charge": 2,
  "s_squared": 2.0019,
  "total_energy_ev": -204216.3124
}

***

{
  "formula": "C15H24F3N4",
  "method": "ωB97M-V/def2-TZVPD",
  "species": ["C", "N", "C", "C", "N", "C", "C", "C", "C", "C", "C", "F", "F", "F", "C", "C", "N", "C", "C", "N", "C", "C", "H", "H", "H", "H", "H", "H", "H", "H", "H", "H", "H", "H", "H", "H", "H", "H", "H", "H", "H", "H", "H", "H", "H", "H"],
  "positions_angstrom": [[-6.20601, 0.10166, 5.99988], [-5.31910, 0.48165, 4.88349], [-6.09707, 0.57025, 3.64620], [-4.05240, 0.95274, 5.06436], [-2.95226, 0.70785, 4.28943], [-2.64211, -0.23630, 3.24246], [-1.13718, -0.34328, 3.03439], [-0.19735, 0.70138, 3.01362], [1.11475, 0.44570, 2.57331], [1.48281, -0.82022, 2.12623], [2.88827, -1.09706, 1.61948], [3.20015, -2.43038, 1.67171], [3.02112, -0.70996, 0.30255], [3.84002, -0.42701, 2.33983], [0.54588, -1.84066, 2.12389], [-0.71671, -1.61778, 2.65166], [-3.35126, -0.00809, 1.99554], [-4.40057, -0.94836, 1.65452], [-2.65598, 0.51776, 0.85062], [-3.79253, 1.69424, 6.15483], [-4.81343, 2.29231, 6.99251], [-2.43996, 2.18620, 6.40533], [-5.66155, -0.17629, 6.90750], [-6.95884, 0.87635, 6.23771], [-6.78018, -0.77682, 5.67053], [-5.55762, 1.13051, 2.87692], [-6.31303, -0.45308, 3.30898], [-7.08068, 1.04816, 3.81905], [-2.14735, 1.12738, 4.75551], [-2.97469, -1.23511, 3.58801], [-0.43236, 1.73927, 3.26509], [1.88166, 1.22392, 2.55451], [0.80586, -2.81980, 1.73770], [-1.42541, -2.44533, 2.71728], [-5.21352, -0.33330, 1.25081], [-4.15216, -1.70643, 0.89424], [-4.70206, -1.45299, 2.58058], [-3.42390, 0.68290, 0.09518], [-2.15892, 1.46378, 1.09325], [-1.89713, -0.13680, 0.38192], [-5.67397, 2.67654, 6.43386], [-5.15016, 1.63470, 7.80300], [-4.36296, 3.14692, 7.50055], [-2.19734, 3.05040, 5.75904], [-2.39908, 2.52196, 7.44340], [-1.65317, 1.41226, 6.33129]],
  "atomic_forces_ev_per_a": [[-0.25, -0.24, 0.16], [-0.08, 0.22, 0.21], [-0.07, -0.30, -0.53], [0.23, -0.33, -0.05], [-0.75, 1.62, 1.39], [-0.35, -1.42, -0.76], [0.40, -0.02, -0.02], [0.31, -0.17, -0.36], [0.03, 0.02, 0.15], [0.06, 0.06, -0.01], [0.79, -0.11, -0.56], [-0.34, 1.38, -0.03], [-0.07, -0.36, 1.41], [-0.99, -0.60, -0.74], [-0.03, -0.31, 0.30], [-0.12, -0.03, -0.33], [0.29, -0.11, 0.65], [-0.08, 0.10, 0.00], [0.28, 0.38, -0.41], [0.39, -0.21, -0.13], [-0.43, 0.72, 0.72], [0.50, 0.21, 0.64], [-0.03, 0.06, -0.37], [0.47, -0.23, -0.13], [0.32, 0.16, 0.05], [-0.07, -0.23, 0.19], [-0.01, 0.48, -0.09], [0.63, 0.02, 0.22], [-0.24, -0.30, -0.97], [0.17, 0.43, 0.04], [-0.17, -0.36, 0.00], [-0.44, -0.07, 0.11], [0.03, 0.06, 0.17], [0.19, 0.19, -0.17], [-0.22, -0.56, 0.03], [0.30, 0.15, 0.21], [-0.20, 0.00, -0.48], [0.14, 0.32, -0.11], [-0.20, -0.10, -0.16], [-0.21, -0.09, 0.36], [0.28, -0.27, -0.01], [0.03, 0.05, -0.34], [-0.08, -0.01, -0.24], [-0.07, -0.41, 0.16], [0.04, -0.02, -0.21], [-0.42, 0.26, 0.03]],
  "lowdin_charge": [-0.05, -0.11, -0.04, -0.23, 0.17, -0.27, -0.17, -0.02, 0.01, -0.11, -0.50, 0.12, 0.12, 0.12, 0.01, -0.01, -0.22, -0.10, -0.07, -0.11, -0.04, -0.03, 0.10, 0.10, 0.11, 0.09, 0.08, 0.11, 0.08, 0.15, 0.12, 0.13, 0.13, 0.13, 0.08, 0.10, 0.08, 0.09, 0.09, 0.10, 0.11, 0.10, 0.10, 0.12, 0.10, 0.11],
  "smiles": "CN(C)C(N[C@H](c1ccc(C(F)(F)F)cc1)N(C)C)=[N+](C)C",
  "charge": 1,
  "total_energy_ev": -30050.6191
}